1.
# C21H16N6O8S5Sr

A molecular structure, C21H16N6O8S5Sr (wB97M-V/def2-TZVPD, the OMol25 dataset).

Calculated values
calculated total energy	-3762.32341	Ha
M	728.35	g/mol
LUMO	3.7	eV
HOMO-LUMO gap	4.011	eV

```
! wB97M-V def2-TZVPD RIJCOSX def2/J DEFGRID3
* xyz -2 1
Sr -0.7169 1.0509 0.4590
O 2.8676 2.6226 -2.2528
C 1.8511 2.4916 -1.3802
O 1.8976 1.7251 -0.4483
C 0.6990 3.3977 -1.6740
C 0.7474 4.4247 -2.5918
C -0.3703 5.2498 -2.6927
C -1.4563 5.0275 -1.8760
C -1.4317 3.9494 -0.9922
N -0.3646 3.1659 -0.9088
C -2.6093 3.6612 -0.0352
O -3.4272 4.5733 0.0799
O -2.5661 2.5321 0.5211
H 3.5137 1.9445 -2.0070
H 1.6226 4.5713 -3.2077
H -0.3775 6.0642 -3.4070
H -2.3417 5.6465 -1.8913
O -2.3446 -0.1168 6.3841
C -2.9370 -1.0310 5.6415
O -3.6644 -1.8746 6.1286
C -2.6519 -1.0115 4.1850
C -3.1807 -1.9333 3.2941
N -2.7098 -1.6449 2.0785
N -1.9033 -0.5898 2.1084
C -1.8434 -0.1768 3.3694
C -0.9416 0.9971 3.6879
O -0.9300 1.4229 4.8621
O -0.2365 1.4223 2.7374
H -1.7126 0.4629 5.8240
H -3.8405 -2.7644 3.4731
H -2.7582 -2.1607 1.1572
C 0.4435 -2.2746 -4.5367
N 1.3357 -2.4690 -3.4072
C 2.2343 -3.4935 -3.2200
C 2.7494 -3.3724 -1.9892
N 2.1459 -2.2567 -1.3936
C 1.2555 -1.6759 -2.2923
S 0.2018 -0.4234 -2.2114
C 2.3563 -1.9318 -0.0385
C 3.5612 -2.3121 0.5534
C 3.7125 -2.1273 1.9144
C 2.6722 -1.5709 2.6387
C 1.5378 -1.1839 1.9434
N 1.3816 -1.3394 0.6276
H 0.6158 -3.0825 -5.2477
H 0.6264 -1.3075 -5.0045
H -0.5905 -2.2786 -4.1788
H 2.4020 -4.2505 -3.9651
H 3.4089 -4.0263 -1.4518
H 4.3611 -2.7291 -0.0426
H 4.6368 -2.4170 2.3998
H 2.7332 -1.4161 3.7065
H 0.7144 -0.7144 2.4657
S -1.9079 -3.0315 -0.4917
S -2.7705 -2.1954 -2.1855
S -2.9216 -0.1297 -1.7245
S -2.7789 0.9095 -3.4945
*
```

2.
# C21H17Cl2MnN4O5

A molecular structure, C21H17Cl2MnN4O5 (wB97M-V/def2-TZVPD, the OMol25 dataset).

Calculated values
calculated total energy	-3477.24304	Ha
<S²>	0.969
M	531.23	g/mol
LUMO (spin up / spin down)	2.6 / 2.6	eV
HOMO-LUMO gap (spin up / spin down)	6.699 / 6.586	eV

```
! wB97M-V def2-TZVPD RIJCOSX def2/J DEFGRID3
* xyz -1 2
Mn -0.0117 0.0021 0.0161
O 1.0275 2.8702 2.7610
C 0.8429 1.9030 2.0087
N 0.0636 1.7286 0.9635
C -0.8523 2.6808 0.4637
C -1.1295 3.9155 1.0312
C -2.0646 4.7624 0.4335
C -2.7121 4.3836 -0.7262
C -2.4399 3.1461 -1.3134
C -1.5212 2.2905 -0.7261
N -1.1634 1.0110 -1.2061
C -1.5522 0.4827 -2.3484
O -2.2607 0.9157 -3.2674
C -0.9812 -0.9358 -2.4989
C -1.3028 -1.6916 -3.6123
C -0.7812 -2.9714 -3.7211
C 0.0402 -3.4509 -2.7158
C 0.3094 -2.6297 -1.6324
N -0.1810 -1.3947 -1.5318
C 1.6487 0.6275 2.2881
C 2.4401 0.5518 3.4217
C 3.1661 -0.6045 3.6500
C 3.0846 -1.6436 2.7397
C 2.2594 -1.4923 1.6377
N 1.5582 -0.3792 1.4126
H -0.6117 4.2020 1.9340
H -2.2768 5.7241 0.8866
H -3.4351 5.0454 -1.1889
H -2.9339 2.8362 -2.2215
H -1.9571 -1.2473 -4.3493
H -1.0221 -3.5921 -4.5759
H 0.4574 -4.4484 -2.7490
H 0.9073 -2.9691 -0.7991
H 2.4503 1.4050 4.0852
H 3.7882 -0.6965 4.5327
H 3.6275 -2.5681 2.8809
H 2.1248 -2.2912 0.9236
Cl -3.1154 -3.9222 2.2389
C -2.2706 -2.4233 2.7062
Cl -1.3638 -2.6638 4.2282
C -1.3040 -1.9537 1.5976
O -1.5248 -0.7602 1.2476
O -0.4695 -2.7618 1.1887
H -3.0225 -1.6716 2.9021
C 2.3969 0.0566 -2.5298
O 1.9843 0.5145 -1.2546
H 2.5533 -1.0258 -2.5448
H 3.3085 0.5583 -2.8628
H 1.5938 0.2956 -3.2247
H 2.6283 0.2796 -0.5799
*
```

3.
# C21H17Cl2N3O2SSeTeTi

A molecular structure, C21H17Cl2N3O2SSeTeTi (wB97M-V/def2-TZVPD, the OMol25 dataset).

Calculated values
calculated total energy	-5962.84981	Ha
<S²>	0.781
M	700.79	g/mol
LUMO (spin up / spin down)	2.2 / 1.5	eV
HOMO-LUMO gap (spin up / spin down)	6.141 / 5.579	eV

```
! wB97M-V def2-TZVPD RIJCOSX def2/J DEFGRID3
* xyz -1 2
Ti -0.9712 -0.9465 1.2803
O 0.3273 3.4938 -4.7981
C 0.9543 2.2914 -4.8359
O 1.4964 1.9384 -5.8479
C 0.8990 1.4838 -3.5856
C 0.7169 2.0578 -2.3291
C 0.6708 1.2696 -1.1965
C 0.7804 -0.1144 -1.2963
C 0.9710 -0.6928 -2.5532
C 1.0444 0.1034 -3.6814
N 0.6504 -0.8933 -0.1294
C 1.3715 -1.9985 -0.0460
C 1.0963 -2.9285 0.9700
C 1.8685 -4.0943 1.1450
C 1.5022 -5.0135 2.0812
C 0.3456 -4.7700 2.8548
C -0.3455 -3.6081 2.6756
N 0.0214 -2.6535 1.7805
H -0.1420 3.5877 -3.9594
H 0.6442 3.1332 -2.2005
H 0.5674 1.7173 -0.2191
H 0.9989 -1.7705 -2.6500
H 1.1841 -0.3385 -4.6591
H 2.1913 -2.1895 -0.7330
H 2.7307 -4.2424 0.5080
H 2.0784 -5.9190 2.2206
H -0.0041 -5.4865 3.5839
H -1.2323 -3.3748 3.2460
Cl 2.8217 -0.7241 3.2142
C 2.0171 -0.6918 4.7919
Cl 0.2762 -0.9744 4.6628
H 2.1699 0.2863 5.2319
H 2.4481 -1.4818 5.3950
Se -2.8084 -1.1951 2.6484
Te -0.5031 1.6168 2.3472
C -1.4494 2.8024 0.8759
C -0.9522 4.0710 0.5727
C -1.5228 4.8381 -0.4344
C -2.5999 4.3503 -1.1641
C -3.1145 3.0978 -0.8567
C -2.5513 2.3354 0.1577
H -0.1012 4.4550 1.1228
H -1.1180 5.8194 -0.6540
H -3.0424 4.9467 -1.9526
H -3.9632 2.7082 -1.4061
H -2.9888 1.3766 0.4095
S -2.3661 -1.1590 -0.8087
C -1.7603 -2.7265 -0.8639
N -1.3077 -3.7930 -0.9151
*
```

4.
# C21H17ClFeIN2O6S

A molecular structure, C21H17ClFeIN2O6S (wB97M-V/def2-TZVPD, the OMol25 dataset).

Calculated values
calculated total energy	-3791.07943	Ha
<S²>	1.101
M	643.64	g/mol
LUMO (spin up / spin down)	-2.1 / -2.0	eV
HOMO-LUMO gap (spin up / spin down)	5.654 / 5.760	eV

```
! wB97M-V def2-TZVPD RIJCOSX def2/J DEFGRID3
* xyz 0 2
Fe 0.0229 -0.0535 0.0019
C -4.0461 6.9715 -0.4515
C -3.7970 5.4905 -0.2993
C -3.8135 4.6486 -1.4083
C -3.5328 3.2940 -1.2858
C -3.2388 2.7722 -0.0350
C -3.2510 3.5895 1.0921
C -3.5381 4.9360 0.9536
S -2.7508 1.0860 0.1749
O -1.5263 1.1775 0.9628
O -3.8318 0.3383 0.7515
N -2.2909 0.6435 -1.2677
C -2.8266 -0.4756 -1.8600
C -1.5639 -1.6464 -2.0803
O -1.8935 -2.5086 -2.8443
O -0.5515 -1.3502 -1.4038
H -3.7590 7.3148 -1.4452
H -3.4862 7.5432 0.2890
H -5.1068 7.1997 -0.3132
H -4.0422 5.0600 -2.3859
H -3.5144 2.6516 -2.1573
H -3.0168 3.1670 2.0630
H -3.5559 5.5727 1.8322
H -3.0776 -0.3407 -2.9094
H -3.5794 -1.0199 -1.2924
Cl 3.5850 -3.0361 5.6498
C 3.0130 -2.3495 4.1514
C 3.9414 -1.8629 3.2086
C 3.5171 -1.2991 2.0370
C 2.1367 -1.1919 1.7208
O 1.7733 -0.6171 0.6273
C 1.2318 -1.7336 2.6565
C -0.1567 -1.7814 2.3630
O -0.7152 -1.3457 1.3543
C 1.6843 -2.2925 3.8743
H 4.9999 -1.9489 3.4205
H 4.2279 -0.9248 1.3101
H -0.7861 -2.2899 3.1046
H 0.9596 -2.6811 4.5823
I 0.6231 2.3295 -1.5812
C 0.7658 2.9108 0.4218
C 0.6152 4.2257 0.8212
C 0.6763 4.4647 2.1867
C 0.8893 3.4059 3.0595
C 1.0298 2.1321 2.5377
N 0.9654 1.8909 1.2238
H 0.4519 5.0165 0.1033
H 0.5500 5.4728 2.5638
H 0.9284 3.5643 4.1294
H 1.1926 1.2677 3.1736
*
```

5.
# C21H17F2N5O

C21H17F2N5O in the gas phase (wB97M-V/def2-TZVPD, the OMol25 dataset).

Calculated values
calculated total energy	-1359.17552	Ha
M	393.40	g/mol
SMILES	Cn1cc2c(-c3cc(F)c(CN4C=CC5=NCCN5C4=O)c(F)c3)cccc2n1
LUMO	0.0	eV
HOMO-LUMO gap	8.115	eV

```
! wB97M-V def2-TZVPD RIJCOSX def2/J DEFGRID3
* xyz 0 1
O -1.0810 -4.0588 2.7629
F -1.8261 -2.6303 -0.0547
F -1.7221 1.4294 2.4307
N 3.3852 -3.3380 2.4048
N 0.7546 4.3030 -3.3931
C -0.1797 -3.2115 2.6472
C 2.2193 -2.7571 2.5715
C 1.9246 -1.3310 2.7614
C 0.6029 -0.9084 2.7781
C 0.4985 3.0812 -1.5002
C -1.7233 -0.5350 -1.2015
C -1.7028 1.4580 0.0596
C -1.9110 2.2060 -4.7639
C -2.1311 1.4373 -3.5845
C -1.8276 -1.2842 -0.0313
C -1.8012 0.7644 1.2445
C -1.6631 0.8232 -1.1853
C -1.8679 -0.6347 1.2155
C -0.8989 3.1834 -4.6998
C -1.3824 1.5771 -2.4263
C -0.1626 3.3843 -3.5825
C -0.4050 2.6157 -2.4361
N 1.1389 4.1619 -2.0816
N -0.4753 -1.8295 2.7665
N 1.1254 -3.6212 2.5949
C 2.1318 5.0451 -1.4597
C -1.8458 -1.3611 2.5506
C 3.0624 -4.7715 2.1395
C 1.5840 -4.9766 2.3995
H 2.7556 -0.5973 2.7990
H 0.3636 0.1343 2.8878
H 0.5805 2.7188 -0.4700
H -1.6262 -1.0950 -2.1539
H -1.6269 2.5288 0.0473
H -2.4834 2.0614 -5.6840
H -2.9763 0.7318 -3.6043
H -0.6533 3.8272 -5.5581
H 1.6650 5.7112 -0.7141
H 2.9439 4.5083 -0.9174
H 2.5784 5.6795 -2.2328
H -2.0945 -0.6742 3.4095
H -2.5974 -2.1276 2.5950
H 3.6178 -5.4983 2.7844
H 3.2432 -5.0379 1.0803
H 1.1061 -5.4726 1.5312
H 1.3832 -5.6193 3.2735
*
```

Question: What is the M in the second record?
Answer: 531.23 g/mol

Question: Which of these has the highest calculated total energy?
Answer: C21H17F2N5O

Repeat the third record exactly.
# C21H17Cl2N3O2SSeTeTi

A molecular structure, C21H17Cl2N3O2SSeTeTi (wB97M-V/def2-TZVPD, the OMol25 dataset).

Calculated values
calculated total energy	-5962.84981	Ha
<S²>	0.781
M	700.79	g/mol
LUMO (spin up / spin down)	2.2 / 1.5	eV
HOMO-LUMO gap (spin up / spin down)	6.141 / 5.579	eV

```
! wB97M-V def2-TZVPD RIJCOSX def2/J DEFGRID3
* xyz -1 2
Ti -0.9712 -0.9465 1.2803
O 0.3273 3.4938 -4.7981
C 0.9543 2.2914 -4.8359
O 1.4964 1.9384 -5.8479
C 0.8990 1.4838 -3.5856
C 0.7169 2.0578 -2.3291
C 0.6708 1.2696 -1.1965
C 0.7804 -0.1144 -1.2963
C 0.9710 -0.6928 -2.5532
C 1.0444 0.1034 -3.6814
N 0.6504 -0.8933 -0.1294
C 1.3715 -1.9985 -0.0460
C 1.0963 -2.9285 0.9700
C 1.8685 -4.0943 1.1450
C 1.5022 -5.0135 2.0812
C 0.3456 -4.7700 2.8548
C -0.3455 -3.6081 2.6756
N 0.0214 -2.6535 1.7805
H -0.1420 3.5877 -3.9594
H 0.6442 3.1332 -2.2005
H 0.5674 1.7173 -0.2191
H 0.9989 -1.7705 -2.6500
H 1.1841 -0.3385 -4.6591
H 2.1913 -2.1895 -0.7330
H 2.7307 -4.2424 0.5080
H 2.0784 -5.9190 2.2206
H -0.0041 -5.4865 3.5839
H -1.2323 -3.3748 3.2460
Cl 2.8217 -0.7241 3.2142
C 2.0171 -0.6918 4.7919
Cl 0.2762 -0.9744 4.6628
H 2.1699 0.2863 5.2319
H 2.4481 -1.4818 5.3950
Se -2.8084 -1.1951 2.6484
Te -0.5031 1.6168 2.3472
C -1.4494 2.8024 0.8759
C -0.9522 4.0710 0.5727
C -1.5228 4.8381 -0.4344
C -2.5999 4.3503 -1.1641
C -3.1145 3.0978 -0.8567
C -2.5513 2.3354 0.1577
H -0.1012 4.4550 1.1228
H -1.1180 5.8194 -0.6540
H -3.0424 4.9467 -1.9526
H -3.9632 2.7082 -1.4061
H -2.9888 1.3766 0.4095
S -2.3661 -1.1590 -0.8087
C -1.7603 -2.7265 -0.8639
N -1.3077 -3.7930 -0.9151
*
```

Question: Which of these has the highest M?
Answer: C21H16N6O8S5Sr